1.
Computed, not measured: a single C21H24N4O4S2 molecule in a non-equilibrium geometry, with ωB97M-V/def2-TZVPD.

The energy relative to the best compared isomer or geometry (same formula, charge and spin) is 0.050 eV. The calculation puts the lowest unoccupied orbital energy at 0.008 hartree. The calculation puts the frontier orbital gap at 8.9 eV. The largest force on an atom is 1.090 eV Å⁻¹. As for the SMILES: CCCn1c(SCC(=O)Nc2cccc(S(=O)(=O)N(C)C)c2)nc2ccccc2c1=O.

Geometry as ORCA input:
```
! RIJCOSX wB97M-V def2-TZVPD def2/J DEFGRID3
* xyz 0 1
C 0.953 -3.662 -2.381
C -0.335 -3.539 -3.186
C -0.343 -2.298 -4.083
N -0.113 -1.074 -3.337
C -1.091 -0.494 -2.599
S -2.699 -1.219 -2.604
C -3.538 -0.005 -1.549
C -2.801 0.308 -0.246
O -2.833 1.411 0.237
N -2.238 -0.795 0.326
C -1.407 -0.846 1.443
C -0.613 -1.980 1.621
C 0.227 -2.089 2.714
C 0.294 -1.062 3.643
C -0.501 0.053 3.461
S -0.374 1.409 4.635
O -1.633 2.083 4.717
O 0.227 0.913 5.837
N 0.719 2.467 3.938
C 0.236 3.147 2.763
C 2.065 1.963 3.856
C -1.349 0.182 2.382
N -0.963 0.552 -1.868
C 0.255 1.167 -1.805
C 0.405 2.299 -1.000
C 1.631 2.921 -0.935
C 2.717 2.436 -1.664
C 2.578 1.324 -2.463
C 1.344 0.674 -2.542
C 1.177 -0.508 -3.377
O 2.041 -1.008 -4.065
H 1.047 -2.847 -1.664
H 0.967 -4.601 -1.833
H 1.817 -3.631 -3.041
H -1.195 -3.513 -2.514
H -0.448 -4.409 -3.834
H -1.299 -2.217 -4.607
H 0.470 -2.364 -4.810
H -4.516 -0.436 -1.329
H -3.665 0.922 -2.107
H -2.269 -1.648 -0.220
H -0.663 -2.783 0.899
H 0.831 -2.975 2.840
H 0.927 -1.119 4.513
H -0.807 3.398 2.938
H 0.322 2.526 1.863
H 0.808 4.065 2.620
H 2.758 2.799 3.763
H 2.268 1.430 4.781
H 2.205 1.287 3.001
H -1.968 1.057 2.285
H -0.455 2.656 -0.456
H 1.753 3.798 -0.316
H 3.670 2.941 -1.603
H 3.402 0.933 -3.041
*
```

Atomic partial charges in e from the Löwdin method, atoms 1 to 2: C -0.09; C -0.23


2.
Computed, not measured: a 2-piece molecular cluster, C21H25 overall, with ωB97M-V/def2-TZVPD.

The energy relative to the best compared isomer or geometry (same formula, charge and spin) is 0.000 eV. The calculation puts the lowest unoccupied orbital energy at -0.211 hartree. The calculation puts the frontier orbital gap at 5.8 eV. The largest force on an atom is 0.682 eV Å⁻¹.

Geometry as ORCA input:
```
! RIJCOSX wB97M-V def2-TZVPD def2/J DEFGRID3
* xyz 1 1
C -1.264 0.103 4.720
C -1.125 1.352 3.824
C -2.069 1.277 2.604
C -1.895 -0.024 1.870
C -1.599 -0.068 0.581
C -2.004 -1.271 2.704
C -1.060 -1.203 3.923
H -0.562 0.154 5.565
H -2.261 0.096 5.177
H -1.309 2.269 4.402
H -0.089 1.432 3.474
H -3.112 1.369 2.930
H -1.899 2.117 1.920
H -1.446 -1.000 0.074
H -1.491 0.827 0.001
H -3.042 -1.390 3.038
H -1.790 -2.152 2.087
H -0.020 -1.255 3.577
H -1.196 -2.080 4.571
C 4.643 -2.193 0.280
C 3.585 -1.352 -0.341
C 3.425 -0.030 0.055
C 2.461 0.765 -0.514
C 1.605 0.279 -1.529
C 0.630 1.172 -2.048
C -0.409 1.033 -3.007
C -1.156 2.187 -3.338
C -2.141 2.156 -4.295
C -2.423 0.981 -4.966
C -1.736 -0.175 -4.641
C -0.766 -0.164 -3.667
C 1.811 -1.054 -1.946
C 2.764 -1.845 -1.351
H 4.621 -3.214 -0.102
H 5.632 -1.783 0.076
H 4.516 -2.241 1.362
H 4.077 0.366 0.816
H 2.353 1.786 -0.187
H 0.699 2.166 -1.637
H -0.942 3.110 -2.827
H -2.696 3.050 -4.525
H -3.183 0.962 -5.731
H -1.966 -1.093 -5.156
H -0.325 -1.097 -3.382
H 1.264 -1.461 -2.772
H 2.890 -2.866 -1.670
*
```

Atomic partial charges in e from the Löwdin method, atoms 1 to 2: C -0.20; C -0.19


3.
Computed, not measured: C21H25BN12O3STi as an isolated structure, with ωB97M-V/def2-TZVPD.

The energy relative to the best compared isomer or geometry (same formula, charge and spin) is 0.491 eV. The calculation puts the lowest unoccupied orbital energy at -0.257 hartree. The calculation puts the frontier orbital gap at 6.9 eV. The largest force on an atom is 0.489 eV Å⁻¹.

Geometry as ORCA input:
```
! RIJCOSX wB97M-V def2-TZVPD def2/J DEFGRID3
* xyz 2 1
Ti -0.068 0.585 -0.066
C 4.102 0.730 -1.098
C 2.841 1.274 -0.939
N 1.984 0.340 -0.504
N 2.688 -0.817 -0.389
C 3.960 -0.602 -0.740
B 1.882 -2.087 -0.045
N 1.184 -1.808 1.313
C 1.240 -2.521 2.441
C 0.504 -1.866 3.416
C 0.027 -0.726 2.791
N 0.451 -0.690 1.516
N 0.771 -2.182 -1.141
C 0.694 -2.967 -2.223
C -0.308 -2.491 -3.053
C -0.788 -1.365 -2.404
N -0.137 -1.184 -1.245
N 2.674 -3.348 0.032
C 2.213 -4.634 0.067
C 3.238 -5.436 0.482
C 4.313 -4.546 0.696
N 3.970 -3.300 0.444
H 4.998 1.224 -1.428
H 2.501 2.279 -1.125
H 4.670 -1.409 -0.695
H 1.804 -3.439 2.481
H 0.353 -2.168 4.437
H -0.589 0.064 3.185
H 1.361 -3.804 -2.344
H -0.623 -2.894 -3.999
H -1.548 -0.670 -2.727
H 1.196 -4.879 -0.192
H 3.227 -6.504 0.604
H 5.315 -4.770 1.023
O -1.547 3.073 -1.515
N -0.891 2.168 -1.118
O 0.052 1.633 -1.796
S 0.445 2.229 1.680
C -0.272 3.746 1.167
N 0.476 4.632 0.535
C -0.011 5.960 0.130
C -1.142 6.378 1.053
C -2.189 5.280 1.110
N -1.533 4.007 1.443
H 1.454 4.407 0.440
H -0.346 5.911 -0.908
H 0.827 6.651 0.186
H -1.595 7.297 0.685
H -0.754 6.575 2.054
H -2.701 5.172 0.153
H -2.932 5.480 1.879
H -2.045 3.293 1.937
O -1.933 0.111 0.417
N -2.860 -0.674 -0.136
C -3.766 -0.132 -0.966
C -4.744 -0.927 -1.519
C -4.781 -2.280 -1.205
C -3.833 -2.804 -0.338
C -2.869 -1.975 0.193
H -3.667 0.931 -1.136
H -5.470 -0.482 -2.183
H -5.546 -2.917 -1.628
H -3.835 -3.849 -0.063
H -2.092 -2.282 0.878
*
```

Atomic partial charges in e from the Löwdin method, atoms 1 to 2: Ti 0.96; C 0.00


4.
Computed, not measured: a single C21H25BrN4O3 molecule in a non-equilibrium geometry, with ωB97M-V/def2-TZVPD.

The energy relative to the best compared isomer or geometry (same formula, charge and spin) is 3.052 eV. The calculation puts the lowest unoccupied orbital energy at 0.013 hartree. The calculation puts the frontier orbital gap at 7.6 eV. The largest force on an atom is 1.112 eV Å⁻¹. As for the SMILES: CCOC(=O)/C(=N\Nc1ccc(Br)cc1)N1CCN(c2ccccc2OC)CC1.

Geometry as ORCA input:
```
! RIJCOSX wB97M-V def2-TZVPD def2/J DEFGRID3
* xyz 0 1
C -2.438 -4.535 -0.161
C -2.334 -3.337 0.770
O -1.571 -2.280 0.183
C -2.230 -1.440 -0.642
O -3.404 -1.573 -0.896
C -1.359 -0.368 -1.198
N -0.070 -0.343 -1.222
N 0.729 -1.276 -0.709
C 2.080 -1.050 -0.645
C 2.675 0.008 -1.339
C 4.033 0.224 -1.248
C 4.809 -0.619 -0.467
Br 6.686 -0.306 -0.326
C 4.241 -1.681 0.218
C 2.882 -1.895 0.128
N -2.016 0.666 -1.847
C -3.159 1.304 -1.217
C -2.672 2.496 -0.343
N -1.250 2.429 -0.098
C -0.756 1.595 0.902
C -1.585 0.740 1.629
C -1.097 -0.096 2.618
C 0.251 -0.109 2.905
C 1.094 0.764 2.235
C 0.612 1.631 1.269
O 1.411 2.559 0.645
C 2.728 2.732 1.101
C -0.531 2.575 -1.350
C -1.162 1.673 -2.444
H -2.978 -4.256 -1.063
H -1.448 -4.890 -0.437
H -2.976 -5.336 0.337
H -1.799 -3.590 1.688
H -3.331 -2.957 1.011
H 0.347 -2.032 -0.147
H 2.054 0.652 -1.938
H 4.492 1.044 -1.779
H 4.858 -2.329 0.821
H 2.429 -2.715 0.666
H -3.819 1.662 -2.013
H -3.711 0.572 -0.634
H -3.214 2.543 0.602
H -2.850 3.437 -0.873
H -2.640 0.701 1.414
H -1.778 -0.745 3.148
H 0.654 -0.775 3.653
H 2.143 0.766 2.485
H 3.124 3.571 0.528
H 3.345 1.847 0.912
H 2.757 2.978 2.167
H 0.507 2.308 -1.197
H -0.583 3.625 -1.657
H -1.790 2.260 -3.119
H -0.389 1.172 -3.024
*
```

Atomic partial charges in e from the Löwdin method, atoms 1 to 2: C -0.05; C -0.21


Please write out number 3 again, unchanged.
Computed, not measured: C21H25BN12O3STi as an isolated structure, with ωB97M-V/def2-TZVPD.

The energy relative to the best compared isomer or geometry (same formula, charge and spin) is 0.491 eV. The calculation puts the lowest unoccupied orbital energy at -0.257 hartree. The calculation puts the frontier orbital gap at 6.9 eV. The largest force on an atom is 0.489 eV Å⁻¹.

Geometry as ORCA input:
```
! RIJCOSX wB97M-V def2-TZVPD def2/J DEFGRID3
* xyz 2 1
Ti -0.068 0.585 -0.066
C 4.102 0.730 -1.098
C 2.841 1.274 -0.939
N 1.984 0.340 -0.504
N 2.688 -0.817 -0.389
C 3.960 -0.602 -0.740
B 1.882 -2.087 -0.045
N 1.184 -1.808 1.313
C 1.240 -2.521 2.441
C 0.504 -1.866 3.416
C 0.027 -0.726 2.791
N 0.451 -0.690 1.516
N 0.771 -2.182 -1.141
C 0.694 -2.967 -2.223
C -0.308 -2.491 -3.053
C -0.788 -1.365 -2.404
N -0.137 -1.184 -1.245
N 2.674 -3.348 0.032
C 2.213 -4.634 0.067
C 3.238 -5.436 0.482
C 4.313 -4.546 0.696
N 3.970 -3.300 0.444
H 4.998 1.224 -1.428
H 2.501 2.279 -1.125
H 4.670 -1.409 -0.695
H 1.804 -3.439 2.481
H 0.353 -2.168 4.437
H -0.589 0.064 3.185
H 1.361 -3.804 -2.344
H -0.623 -2.894 -3.999
H -1.548 -0.670 -2.727
H 1.196 -4.879 -0.192
H 3.227 -6.504 0.604
H 5.315 -4.770 1.023
O -1.547 3.073 -1.515
N -0.891 2.168 -1.118
O 0.052 1.633 -1.796
S 0.445 2.229 1.680
C -0.272 3.746 1.167
N 0.476 4.632 0.535
C -0.011 5.960 0.130
C -1.142 6.378 1.053
C -2.189 5.280 1.110
N -1.533 4.007 1.443
H 1.454 4.407 0.440
H -0.346 5.911 -0.908
H 0.827 6.651 0.186
H -1.595 7.297 0.685
H -0.754 6.575 2.054
H -2.701 5.172 0.153
H -2.932 5.480 1.879
H -2.045 3.293 1.937
O -1.933 0.111 0.417
N -2.860 -0.674 -0.136
C -3.766 -0.132 -0.966
C -4.744 -0.927 -1.519
C -4.781 -2.280 -1.205
C -3.833 -2.804 -0.338
C -2.869 -1.975 0.193
H -3.667 0.931 -1.136
H -5.470 -0.482 -2.183
H -5.546 -2.917 -1.628
H -3.835 -3.849 -0.063
H -2.092 -2.282 0.878
*
```

Atomic partial charges in e from the Löwdin method, atoms 1 to 2: Ti 0.96; C 0.00